# 1
16
Properties=species:S:1:pos:R:3 method="wB97M-V/def2-TZVPD" relative_energy_kj_mol=471.28 smiles="CC1=C(O)C1.O=CO" total_charge=0
C -0.16326 -1.58020 0.39762
C -0.21916 -0.10108 0.27360
C -1.20749 0.67683 -0.24693
O -2.30949 0.38175 -0.94621
C -0.95464 0.81597 1.16702
H 0.12946 -2.03028 -0.55421
H -1.12540 -2.01254 0.68647
H 0.57825 -1.85346 1.15291
H -2.55636 -0.54601 -0.79135
H -1.69587 0.39924 1.83565
H -0.43045 1.69669 1.51425
O 2.31453 1.64553 0.10431
C 1.61175 1.04177 -0.70878
O 2.13889 0.00363 -1.45488
H 0.86243 1.59472 -1.35909
H 3.02684 -0.13254 -1.07038

# 2
16
Properties=species:S:1:pos:R:3 method="wB97M-V/def2-TZVPD" relative_energy_kj_mol=216.73 smiles="C=C[C@H](CO)C(=O)O" total_charge=0
C -0.91388 -0.88288 -1.85752
C 0.17669 -0.72978 -1.11532
C 0.51397 0.32660 0.00758
C 0.77555 -0.31778 1.38202
O 2.19785 -0.67285 1.39355
C -0.80617 1.07044 0.18198
O -1.60474 0.72373 1.06655
O -0.88058 2.21000 -0.61466
H -1.78970 -0.23077 -1.91985
H -0.82752 -1.78252 -2.58416
H 0.79259 -1.58223 -1.10904
H 1.16039 1.12676 -0.44029
H 0.72094 0.53689 2.21377
H -0.02870 -0.98986 1.72185
H 2.22663 -1.48717 2.07525
H -1.71331 2.68141 -0.40170

# 3
16
Properties=species:S:1:pos:R:3 method="wB97M-V/def2-TZVPD" total_charge=+2
H 1.11041 -0.70338 2.24389
C 1.32362 1.04536 -0.91959
C 0.09194 0.55989 -1.11544
C -0.26374 -0.88390 -1.23288
C -0.96273 -1.45975 -0.10896
O -0.96687 -0.96472 1.07231
H 1.47924 2.11733 -0.79085
H 2.16066 0.37568 -0.70769
H -0.40532 1.31629 -1.79419
H -0.85423 -1.15776 -2.12994
H 0.62193 -1.56084 -1.31233
H -1.66444 -2.29430 -0.21498
C -0.38029 0.22013 1.48137
O 0.63865 0.15198 2.21135
O -1.13777 1.21895 1.43660
H -0.79106 2.01905 1.88134

# 4
17
Properties=species:S:1:pos:R:3 method="wB97M-V/def2-TZVPD" relative_energy_kj_mol=62.25 total_charge=-2
C 0.55157 1.84364 -1.70717
C -0.95706 1.78572 -2.00912
O -1.71236 2.31559 -1.15880
O -1.30542 1.42247 -3.17319
H 0.94257 1.63984 -0.71999
H 0.79317 2.90327 -1.86639
H 1.12803 1.28206 -2.44788
C -0.34523 -1.73491 1.18002
C 0.84879 -1.18149 0.37090
C -0.54532 -1.00163 2.58597
O -1.69442 -1.09190 3.06588
O 0.46684 -0.44908 3.08856
H -1.33861 -1.64232 0.74146
H -0.21905 -2.80214 1.39422
H 1.61572 -0.95402 1.10930
H 0.46544 -0.35533 -0.22586
H 1.30535 -1.97977 -0.22792

Asked for Kohn-Sham gap across the records above, the calculation gives 0.3122 0.3909 0.3016 0.2910 Eh in order.
Asked for E across the records above, the calculation gives -420.87657 -420.97352 -420.21218 -496.30214 a.u. in order.